ORCA calculation (ωB97M-V/def2-TZVPD) on 18 unconnected molecules or ions with the total composition C67H152F18N18O37S18 in a non-equilibrium geometry.

Last columns: bonded neighbours and bond lengths (Å).
Geometry (Å):
1 C -0.461 11.457 -4.579  C2 1.550, H8 1.090, H9 1.090, H10 1.090
2 C -1.895 11.833 -4.124  C1 1.550, O3 1.235, N4 1.561
3 O -2.574 11.146 -3.355  C2 1.235
4 N -2.531 13.110 -4.760  C2 1.561, H5 1.010, H6 1.010, C7 1.568
5 H -1.848 13.852 -4.701  N4 1.010
6 H -2.660 12.978 -5.753  N4 1.010
7 C -3.716 13.667 -3.898  N4 1.568, H11 1.090, H12 1.090, H13 1.090
8 H -0.325 10.378 -4.499  C1 1.090
9 H 0.212 11.850 -3.817  C1 1.090
10 H -0.366 11.800 -5.609  C1 1.090
11 H -3.344 13.614 -2.875  C7 1.090
12 H -4.646 13.145 -4.121  C7 1.090
13 H -3.746 14.718 -4.187  C7 1.090
14 C -3.251 8.752 -18.720  C15 1.557, H23 1.090, H24 1.090, H25 1.090
15 C -2.263 9.893 -19.103  C14 1.557, C16 1.531, H26 1.090, H27 1.090
16 C -2.968 11.160 -19.594  C15 1.531, N17 1.573, H28 1.090, H29 1.090
17 N -1.979 12.286 -20.072  C16 1.573, C18 1.574, C19 1.569, C22 1.533
18 C -0.829 11.915 -21.080  N17 1.574, H30 1.090, H31 1.090, H32 1.090
19 C -1.417 12.975 -18.779  N17 1.569, C20 1.507, H33 1.090, H34 1.090
20 C -0.957 14.327 -19.264  C19 1.507, C21 1.523, H35 1.090, H36 1.090
21 C -1.861 14.635 -20.450  C20 1.523, C22 1.472, H37 1.090, H38 1.090
22 C -2.781 13.493 -20.574  N17 1.533, C21 1.472, H39 1.090, H40 1.090
23 H -2.767 7.778 -18.792  C14 1.090
24 H -4.013 8.535 -19.470  C14 1.090
25 H -3.738 8.825 -17.748  C14 1.090
26 H -1.550 9.493 -19.824  C15 1.090
27 H -1.709 10.132 -18.196  C15 1.090
28 H -3.556 11.588 -18.782  C16 1.090
29 H -3.540 10.984 -20.505  C16 1.090
30 H -0.337 10.990 -20.780  C18 1.090
31 H -0.022 12.647 -21.056  C18 1.090
32 H -1.250 11.935 -22.085  C18 1.090
33 H -0.526 12.430 -18.467  C19 1.090
34 H -2.197 13.065 -18.023  C19 1.090
35 H 0.114 14.363 -19.461  C20 1.090
36 H -1.281 15.014 -18.482  C20 1.090
37 H -1.298 14.726 -21.379  C21 1.090
38 H -2.476 15.534 -20.416  C21 1.090
39 H -3.174 13.312 -21.574  C22 1.090
40 H -3.634 13.555 -19.898  C22 1.090
41 C 7.148 13.736 -7.570  C42 1.536, H50 1.090, H51 1.090, H52 1.090
42 C 5.679 13.346 -7.342  C41 1.536, C43 1.496, H53 1.090, H54 1.090
43 C 4.798 14.461 -6.873  C42 1.496, N44 1.561, H55 1.090, H56 1.090
44 N 3.282 14.274 -7.190  C43 1.561, C45 1.535, C46 1.489, C49 1.576
45 C 2.739 13.060 -6.423  N44 1.535, H57 1.090, H58 1.090, H59 1.090
46 C 2.530 15.541 -6.973  N44 1.489, C47 1.487, H60 1.090, H61 1.090
47 C 1.253 15.424 -7.727  C46 1.487, C48 1.566, H62 1.090, H63 1.090
48 C 1.530 14.370 -8.851  C47 1.566, C49 1.540, H64 1.090, H65 1.090
49 C 3.044 14.116 -8.739  N44 1.576, C48 1.540, H66 1.090, H67 1.090
50 H 7.686 13.956 -6.648  C41 1.090
51 H 7.362 14.490 -8.327  C41 1.090
52 H 7.675 12.851 -7.926  C41 1.090
53 H 5.753 12.649 -6.508  C42 1.090
54 H 5.257 12.861 -8.222  C42 1.090
55 H 5.109 15.370 -7.388  C43 1.090
56 H 4.824 14.685 -5.806  C43 1.090
57 H 3.358 12.193 -6.653  C45 1.090
58 H 1.708 12.902 -6.741  C45 1.090
59 H 2.904 13.193 -5.354  C45 1.090
60 H 2.478 15.586 -5.886  C46 1.090
61 H 3.164 16.337 -7.363  C46 1.090
62 H 0.484 15.025 -7.065  C47 1.090
63 H 1.024 16.441 -8.044  C47 1.090
64 H 0.992 13.424 -8.791  C48 1.090
65 H 1.203 14.758 -9.816  C48 1.090
66 H 3.421 13.119 -8.969  C49 1.090
67 H 3.629 14.944 -9.141  C49 1.090
68 C -7.220 9.037 -17.361  C69 1.522, H77 1.090, H78 1.090, H79 1.090
69 C -6.286 9.741 -16.387  C68 1.522, C70 1.590, H80 1.090, H81 1.090
70 C -5.739 8.788 -15.237  C69 1.590, N71 1.548, H82 1.090, H83 1.090
71 N -4.996 9.541 -14.107  C70 1.548, C72 1.538, C73 1.509, C76 1.538
72 C -3.813 10.292 -14.740  N71 1.538, H84 1.090, H85 1.090, H86 1.090
73 C -4.537 8.669 -12.964  N71 1.509, C74 1.477, H87 1.090, H88 1.090
74 C -4.058 9.523 -11.859  C73 1.477, C75 1.549, H89 1.090, H90 1.090
75 C -4.986 10.755 -12.005  C74 1.549, C76 1.562, H91 1.090, H92 1.090
76 C -5.810 10.582 -13.321  N71 1.538, C75 1.562, H93 1.090, H94 1.090
77 H -8.241 9.086 -16.984  C68 1.090
78 H -6.855 8.015 -17.456  C68 1.090
79 H -7.199 9.511 -18.343  C68 1.090
80 H -6.844 10.625 -16.078  C69 1.090
81 H -5.496 10.076 -17.060  C69 1.090
82 H -5.016 8.073 -15.629  C70 1.090
83 H -6.514 8.268 -14.674  C70 1.090
84 H -3.222 9.582 -15.319  C72 1.090
85 H -3.134 10.631 -13.957  C72 1.090
86 H -4.124 11.148 -15.339  C72 1.090
87 H -3.783 8.000 -13.379  C73 1.090
88 H -5.374 7.996 -12.782  C73 1.090
89 H -2.993 9.703 -12.005  C74 1.090
90 H -4.130 9.060 -10.876  C74 1.090
91 H -4.468 11.713 -12.044  C75 1.090
92 H -5.644 10.824 -11.138  C75 1.090
93 H -5.939 11.549 -13.807  C76 1.090
94 H -6.766 10.085 -13.156  C76 1.090
95 C 1.555 9.841 -8.621  C96 1.545, H104 1.090, H105 1.090, H106 1.090
96 C 1.295 9.716 -10.138  C95 1.545, C97 1.528, H107 1.090, H108 1.090
97 C 2.188 8.692 -10.835  C96 1.528, N98 1.581, H109 1.090, H110 1.090
98 N 2.068 8.736 -12.411  C97 1.581, C99 1.584, C100 1.618, C103 1.545
99 C 2.662 10.112 -12.922  N98 1.584, H111 1.090, H112 1.090, H113 1.090
100 C 0.530 8.740 -12.918  N98 1.618, C101 1.514, H114 1.090, H115 1.090
101 C 0.510 8.214 -14.337  C100 1.514, C102 1.548, H116 1.090, H117 1.090
102 C 1.941 7.662 -14.545  C101 1.548, C103 1.501, H118 1.090, H119 1.090
103 C 2.644 7.555 -13.223  N98 1.545, C102 1.501, H120 1.090, H121 1.090
104 H 1.715 8.905 -8.087  C95 1.090
105 H 0.812 10.409 -8.060  C95 1.090
106 H 2.467 10.421 -8.476  C95 1.090
107 H 1.296 10.723 -10.556  C96 1.090
108 H 0.279 9.322 -10.168  C96 1.090
109 H 1.988 7.649 -10.589  C97 1.090
110 H 3.243 8.843 -10.604  C97 1.090
111 H 3.737 10.161 -12.746  C99 1.090
112 H 2.208 11.014 -12.512  C99 1.090
113 H 2.470 10.124 -13.995  C99 1.090
114 H 0.144 9.749 -12.772  C100 1.090
115 H -0.046 8.048 -12.303  C100 1.090
116 H 0.447 9.168 -14.860  C101 1.090
117 H -0.350 7.585 -14.570  C101 1.090
118 H 2.447 8.300 -15.270  C102 1.090
119 H 1.870 6.678 -15.007  C102 1.090
120 H 3.719 7.735 -13.259  C103 1.090
121 H 2.397 6.658 -12.656  C103 1.090
122 C -1.456 -0.848 -14.012  C123 1.533, H131 1.090, H132 1.090, H133 1.090
123 C -0.414 -0.170 -14.907  C122 1.533, C124 1.539, H134 1.090, H135 1.090
124 C -0.312 1.363 -14.833  C123 1.539, N125 1.562, H136 1.090, H137 1.090
125 N 0.839 2.073 -15.614  C124 1.562, C126 1.511, C127 1.539, C130 1.586
126 C 2.194 1.799 -15.002  N125 1.511, H138 1.090, H139 1.090, H140 1.090
127 C 0.875 1.658 -17.095  N125 1.539, C128 1.546, H141 1.090, H142 1.090
128 C 1.324 2.939 -17.834  C127 1.546, C129 1.528, H143 1.090, H144 1.090
129 C 1.078 4.158 -16.947  C128 1.528, C130 1.541, H145 1.090, H146 1.090
130 C 0.629 3.644 -15.565  N125 1.586, C129 1.541, H147 1.090, H148 1.090
131 H -1.375 -0.507 -12.980  C122 1.090
132 H -1.296 -1.917 -14.150  C122 1.090
133 H -2.513 -0.666 -14.211  C122 1.090
134 H -0.673 -0.453 -15.927  C123 1.090
135 H 0.595 -0.488 -14.641  C123 1.090
136 H -0.248 1.777 -13.827  C124 1.090
137 H -1.229 1.712 -15.310  C124 1.090
138 H 2.465 0.799 -15.341  C126 1.090
139 H 2.064 1.897 -13.925  C126 1.090
140 H 2.926 2.390 -15.552  C126 1.090
141 H 1.497 0.810 -17.382  C127 1.090
142 H -0.102 1.304 -17.423  C127 1.090
143 H 2.378 2.807 -18.077  C128 1.090
144 H 0.967 3.099 -18.851  C128 1.090
145 H 1.914 4.858 -16.934  C129 1.090
146 H 0.210 4.680 -17.348  C129 1.090
147 H 1.163 4.132 -14.750  C130 1.090
148 H -0.440 3.838 -15.471  C130 1.090
149 C -1.036 6.843 -4.905  C150 1.569, H158 1.090, H159 1.090, H160 1.090
150 C 0.021 6.345 -5.953  C149 1.569, C151 1.556, H161 1.090, H162 1.090
151 C 1.027 5.238 -5.524  C150 1.556, N152 1.580, H163 1.090, H164 1.090
152 N 1.851 4.638 -6.731  C151 1.580, C153 1.544, C154 1.560, C157 1.491
153 C 2.560 5.840 -7.390  N152 1.544, H165 1.090, H166 1.090, H167 1.090
154 C 0.959 3.745 -7.648  N152 1.560, C155 1.538, H168 1.090, H169 1.090
155 C 1.797 2.577 -8.194  C154 1.538, C156 1.540, H170 1.090, H171 1.090
156 C 2.939 2.400 -7.177  C155 1.540, C157 1.548, H172 1.090, H173 1.090
157 C 2.836 3.631 -6.244  N152 1.491, C156 1.548, H174 1.090, H175 1.090
158 H -0.614 7.493 -4.138  C149 1.090
159 H -1.633 6.053 -4.449  C149 1.090
160 H -1.844 7.346 -5.435  C149 1.090
161 H 0.540 7.149 -6.474  C150 1.090
162 H -0.626 5.923 -6.723  C150 1.090
163 H 0.484 4.464 -4.981  C151 1.090
164 H 1.720 5.751 -4.857  C151 1.090
165 H 3.372 5.633 -8.086  C153 1.090
166 H 2.832 6.651 -6.714  C153 1.090
167 H 1.876 6.297 -8.105  C153 1.090
168 H 0.576 4.365 -8.459  C154 1.090
169 H 0.148 3.275 -7.094  C154 1.090
170 H 2.116 2.837 -9.203  C155 1.090
171 H 1.314 1.602 -8.268  C155 1.090
172 H 3.944 2.449 -7.596  C156 1.090
173 H 2.812 1.572 -6.480  C156 1.090
174 H 3.800 4.139 -6.238  C157 1.090
175 H 2.538 3.313 -5.245  C157 1.090
176 C 5.498 9.596 -16.469  C177 1.530, H185 1.090, H186 1.090, H187 1.090
177 C 5.399 10.875 -15.634  C176 1.530, C178 1.503, H188 1.090, H189 1.090
178 C 4.681 11.943 -16.410  C177 1.503, N179 1.553, H190 1.090, H191 1.090
179 N 4.642 13.210 -15.514  C178 1.553, C180 1.533, C181 1.550, C184 1.534
180 C 5.988 13.941 -15.439  N179 1.533, H192 1.090, H193 1.090, H194 1.090
181 C 3.606 14.223 -16.064  N179 1.550, C182 1.545, H195 1.090, H196 1.090
182 C 3.155 15.209 -14.964  C181 1.545, C183 1.577, H197 1.090, H198 1.090
183 C 3.363 14.372 -13.644  C182 1.577, C184 1.533, H199 1.090, H200 1.090
184 C 3.929 13.046 -14.166  N179 1.534, C183 1.533, H201 1.090, H202 1.090
185 H 5.853 9.795 -17.480  C176 1.090
186 H 4.514 9.130 -16.436  C176 1.090
187 H 6.200 8.876 -16.048  C176 1.090
188 H 6.388 11.131 -15.256  C177 1.090
189 H 4.809 10.555 -14.775  C177 1.090
190 H 3.673 11.655 -16.709  C178 1.090
191 H 5.261 12.238 -17.285  C178 1.090
192 H 6.055 14.591 -14.566  C180 1.090
193 H 6.280 14.424 -16.371  C180 1.090
194 H 6.808 13.236 -15.306  C180 1.090
195 H 4.006 14.832 -16.875  C181 1.090
196 H 2.731 13.671 -16.407  C181 1.090
197 H 3.685 16.161 -14.993  C182 1.090
198 H 2.109 15.491 -15.085  C182 1.090
199 H 3.972 14.847 -12.875  C183 1.090
200 H 2.392 14.269 -13.160  C183 1.090
201 H 4.604 12.557 -13.464  C184 1.090
202 H 3.073 12.383 -14.295  C184 1.090
203 C 5.126 5.024 -17.599  C204 1.459, H212 1.090, H213 1.090, H214 1.090
204 C 6.259 4.229 -18.060  C203 1.459, C205 1.513, H215 1.090, H216 1.090
205 C 7.549 4.661 -17.398  C204 1.513, N206 1.574, H217 1.090, H218 1.090
206 N 8.704 3.593 -17.381  C205 1.574, C207 1.533, C208 1.574, C211 1.546
207 C 8.900 3.184 -18.845  N206 1.533, H219 1.090, H220 1.090, H221 1.090
208 C 8.211 2.385 -16.502  N206 1.574, C209 1.590, H222 1.090, H223 1.090
209 C 9.493 1.788 -15.776  C208 1.590, C210 1.556, H224 1.090, H225 1.090
210 C 10.635 2.731 -16.252  C209 1.556, C211 1.534, H226 1.090, H227 1.090
211 C 9.972 4.062 -16.630  N206 1.546, C210 1.534, H228 1.090, H229 1.090
212 H 4.219 4.809 -18.164  C203 1.090
213 H 5.130 6.085 -17.852  C203 1.090
214 H 4.970 4.999 -16.520  C203 1.090
215 H 6.321 4.433 -19.129  C204 1.090
216 H 6.113 3.155 -17.946  C204 1.090
217 H 7.579 4.908 -16.336  C205 1.090
218 H 7.884 5.555 -17.925  C205 1.090
219 H 9.474 2.257 -18.820  C207 1.090
220 H 9.364 4.027 -19.358  C207 1.090
221 H 7.996 2.832 -19.342  C207 1.090
222 H 7.556 1.730 -17.077  C208 1.090
223 H 7.513 2.803 -15.776  C208 1.090
224 H 9.629 0.739 -16.040  C209 1.090
225 H 9.245 1.868 -14.717  C209 1.090
226 H 11.174 2.314 -17.103  C210 1.090
227 H 11.392 2.876 -15.482  C210 1.090
228 H 10.367 4.668 -17.445  C211 1.090
229 H 9.620 4.685 -15.807  C211 1.090
230 N 0.244 12.110 -13.760  S231 1.707, S235 1.402
231 S -0.905 13.173 -13.082  N230 1.707, O232 1.469, O233 1.454, F234 1.611, S235 2.264
232 O -2.301 12.731 -13.200  S231 1.469
233 O -0.657 14.604 -13.163  S231 1.454
234 F -0.612 12.719 -11.564  S231 1.611
235 S -0.197 12.351 -15.068  N230 1.402, S231 2.264, O236 1.480, O237 1.447, F238 1.647
236 O 0.124 13.696 -15.594  S235 1.480
237 O -1.343 11.636 -15.587  S235 1.447
238 F 1.054 11.508 -15.728  S235 1.647
239 N 3.564 9.334 -2.674  S240 1.506, S244 1.674
240 S 4.850 9.371 -3.457  N239 1.506, O241 1.474, O242 1.433, F243 1.582, S244 2.290
241 O 5.009 10.285 -4.603  S240 1.474
242 O 5.545 8.120 -3.517  S240 1.433
243 F 5.631 10.124 -2.305  S240 1.582
244 S 2.659 9.090 -4.061  N239 1.674, S240 2.290, O245 1.486, O246 1.449, F247 1.627
245 O 2.899 7.795 -4.750  S244 1.486
246 O 2.189 10.254 -4.784  S244 1.449
247 F 1.312 8.662 -3.254  S244 1.627
248 N 1.602 9.125 -20.289  S249 1.522, S253 1.710
249 S 2.427 10.265 -19.709  N248 1.522, O250 1.492, O251 1.456, F252 1.636, S253 2.464
250 O 3.785 9.958 -19.174  S249 1.492
251 O 1.642 11.411 -19.272  S249 1.456
252 F 2.828 10.789 -21.206  S249 1.636
253 S 1.459 8.153 -18.889  N248 1.710, S249 2.464, O254 1.465, O255 1.515, F256 1.595
254 O 0.591 8.521 -17.769  S253 1.465
255 O 2.737 7.393 -18.595  S253 1.515
256 F 0.459 7.067 -19.493  S253 1.595
257 N -4.941 6.039 -14.619  S258 1.564, S262 1.664
258 S -5.938 5.279 -15.555  N257 1.564, O259 1.461, O260 1.470, F261 1.614, S262 2.285
259 O -6.082 3.853 -15.266  S258 1.461
260 O -6.239 5.751 -16.914  S258 1.470
261 F -7.248 5.854 -14.808  S258 1.614
262 S -3.660 5.443 -15.499  N257 1.664, S258 2.285, O263 1.483, O264 1.450, F265 1.586
263 O -3.317 6.042 -16.811  S262 1.483
264 O -3.067 4.146 -15.234  S262 1.450
265 F -2.639 6.400 -14.752  S262 1.586
266 N 6.807 11.321 -12.709  S267 1.476, S271 1.738
267 S 6.263 11.528 -11.353  N266 1.476, O268 1.465, O269 1.463, F270 1.576, S271 2.361
268 O 7.195 11.551 -10.223  S267 1.465
269 O 4.843 11.285 -11.094  S267 1.463
270 F 6.042 13.073 -11.576  S267 1.576
271 S 7.199 9.650 -12.435  N266 1.738, S267 2.361, O272 1.472, O273 1.501, F274 1.616
272 O 6.109 8.663 -12.512  S271 1.472
273 O 8.269 9.429 -11.405  S271 1.501
274 F 8.044 9.446 -13.798  S271 1.616
275 N -1.500 4.734 -9.925  S276 1.717, S280 1.514
276 S -0.317 4.639 -11.167  N275 1.717, O277 1.479, O278 1.455, F279 1.600, S280 2.326
277 O 1.102 4.855 -10.811  S276 1.479
278 O -0.734 5.011 -12.510  S276 1.455
279 F -0.346 3.050 -11.360  S276 1.600
280 S -1.585 6.240 -10.053  N275 1.514, S276 2.326, O281 1.454, O282 1.461, F283 1.655
281 O -2.471 6.708 -11.105  S280 1.454
282 O -0.421 7.031 -9.661  S280 1.461
283 F -2.538 6.399 -8.710  S280 1.655
284 N 6.687 7.255 -8.128  S285 1.669, S289 1.478
285 S 5.650 8.556 -8.240  N284 1.669, O286 1.502, O287 1.448, F288 1.627, S289 2.344
286 O 6.239 9.898 -7.909  S285 1.502
287 O 4.231 8.296 -8.112  S285 1.448
288 F 5.801 8.647 -9.857  S285 1.627
289 S 6.685 7.178 -6.652  N284 1.478, S285 2.344, O290 1.449, O291 1.455, F292 1.622
290 O 5.490 6.583 -6.089  S289 1.449
291 O 7.395 8.170 -5.860  S289 1.455
292 F 7.739 5.959 -6.462  S289 1.622
293 N 5.787 3.575 -11.423  S294 1.727, S298 1.496
294 S 5.739 3.797 -13.135  N293 1.727, O295 1.462, O296 1.492, F297 1.597, S298 2.318
295 O 4.987 4.911 -13.709  S294 1.462
296 O 5.922 2.490 -13.829  S294 1.492
297 F 7.243 4.306 -13.298  S294 1.597
298 S 4.397 4.109 -11.270  N293 1.496, S294 2.318, O299 1.479, O300 1.464, F301 1.549
299 O 3.325 3.439 -12.037  S298 1.479
300 O 4.382 5.562 -11.092  S298 1.464
301 F 4.175 3.628 -9.815  S298 1.549
302 N -2.986 12.449 -7.235  S303 1.742, S307 1.508
303 S -3.398 10.777 -7.500  N302 1.742, O304 1.464, O305 1.467, F306 1.638, S307 2.374
304 O -2.431 9.846 -6.918  S303 1.464
305 O -3.905 10.334 -8.803  S303 1.467
306 F -4.656 10.759 -6.450  S303 1.638
307 S -2.367 12.610 -8.601  N302 1.508, S303 2.374, O308 1.460, O309 1.415, F310 1.609
308 O -3.316 12.860 -9.682  S307 1.460
309 O -1.100 12.023 -8.833  S307 1.415
310 F -1.901 14.138 -8.407  S307 1.609

Output
**Spin multiplicity**: 1
**E_tot**: -418446.89039 eV
**Kohn-Sham gap**: 6.60 eV
**LUMO level**: -0.51 eV
**HOMO level**: -7.1 eV